[1]
Density functional theory data (the ωB97M-V functional and the def2-TZVPD basis) for a molecular structure, C29H47Ge3N4RuSe.

Geometry as XYZ:
```
85
Properties=species:S:1:pos:R:3:mulliken_charge:R:1
Ru 0.531 0.764 -0.613 -0.13
N 2.653 1.138 -0.696 -0.10
C 2.827 2.561 -1.094 -0.04
C 1.918 2.812 -2.267 -0.82
N 0.521 2.455 -1.859 -0.07
H 3.184 0.931 0.145 -0.03
H 3.082 0.569 -1.426 0.31
H 3.864 2.786 -1.344 0.57
H 2.529 3.188 -0.258 -0.06
H 2.189 2.178 -3.113 0.32
H 1.966 3.850 -2.591 0.51
H -0.051 2.332 -2.692 0.33
H 0.103 3.243 -1.371 0.09
N -3.485 -0.638 -0.703 0.19
C -2.155 -0.684 -0.605 -1.79
N -1.594 0.506 -0.732 2.19
C -2.658 1.406 -0.928 0.47
C -2.712 2.787 -1.138 -0.49
C -3.948 3.372 -1.316 -0.98
C -5.135 2.620 -1.293 -0.66
C -5.105 1.259 -1.090 -1.18
C -3.852 0.682 -0.913 0.40
H -4.107 -1.428 -0.623 0.31
H -1.622 -1.598 -0.412 0.66
H -1.836 3.418 -1.141 0.25
H -4.009 4.440 -1.481 0.50
H -6.082 3.120 -1.441 0.46
H -6.010 0.666 -1.076 0.50
C 3.537 -3.192 -1.830 -1.12
Ge 1.831 -3.817 -2.535 0.57
C 1.319 -5.561 -1.874 -1.11
C 1.687 -3.612 -4.459 -1.19
C 0.511 -2.500 -1.769 -0.15
Se 0.876 -0.711 -2.458 0.21
C -0.592 -0.541 -3.727 -1.14
H 4.355 -3.725 -2.316 0.46
H 3.607 -3.380 -0.756 0.29
H 3.687 -2.127 -2.020 0.30
H 2.027 -6.307 -2.236 0.39
H 0.326 -5.836 -2.228 0.38
H 1.325 -5.587 -0.784 0.37
H 2.323 -4.351 -4.947 0.41
H 2.019 -2.627 -4.791 0.37
H 0.664 -3.782 -4.795 0.38
H 0.594 -2.431 -0.682 -0.82
H -0.520 -2.724 -2.041 0.72
H -0.228 -0.850 -4.703 0.43
H -0.918 0.495 -3.762 0.30
H -1.417 -1.173 -3.413 0.40
C 1.440 -3.079 2.262 -0.94
Ge 1.781 -1.217 2.689 0.79
C 3.604 -0.769 2.182 -1.32
C 1.326 -0.681 4.517 -1.06
Ge -0.002 0.407 1.904 -1.36
C -1.759 -0.095 2.431 0.98
C -2.803 0.808 2.665 0.22
C -4.052 0.338 3.040 -0.79
C -4.267 -1.027 3.194 -0.60
C -3.237 -1.935 2.970 -0.83
C -1.988 -1.470 2.590 -0.42
C 0.457 2.258 1.712 1.35
C -0.472 3.231 1.303 -0.58
C -0.125 4.574 1.309 -1.08
C 1.130 4.965 1.766 -0.65
C 2.052 4.016 2.205 -0.76
C 1.729 2.672 2.153 -0.54
H 2.363 -3.618 2.486 0.43
H 1.220 -3.225 1.206 0.11
H 0.639 -3.503 2.863 0.48
H 4.229 -1.036 3.039 0.51
H 3.808 0.280 1.980 0.42
H 3.924 -1.382 1.340 0.35
H 1.854 -1.371 5.182 0.51
H 0.260 -0.769 4.720 0.39
H 1.665 0.331 4.737 0.39
H -2.646 1.875 2.585 0.42
H -4.854 1.038 3.235 0.52
H -5.239 -1.384 3.509 0.46
H -3.406 -2.995 3.109 0.50
H -1.188 -2.184 2.419 0.24
H -1.466 2.938 0.999 0.94
H -0.845 5.321 0.998 0.54
H 1.386 6.016 1.801 0.45
H 3.015 4.331 2.587 0.51
H 2.445 1.942 2.510 0.32
```

Calculated values
* total charge: +3
* max |F|: 0.0166 Eh/bohr
* HOMO-LUMO gap: 6.4 eV
* multiplicity: 1
* E_HOMO: -16.60 eV



[2]
Density functional theory data (the ωB97M-V functional and the def2-TZVPD basis) for a molecular structure, C29H47MnN2O6SSi2 in a non-equilibrium geometry.

Geometry as XYZ:
```
88
Properties=species:S:1:pos:R:3:mulliken_charge:R:1
Mn -0.945 0.808 -0.274 0.12
C -5.740 -1.160 -6.625 -1.49
C -4.914 -1.030 -5.382 0.93
C -3.792 -0.200 -5.362 -0.89
C -3.008 -0.090 -4.231 -0.62
C -3.358 -0.835 -3.108 -0.12
C -4.472 -1.670 -3.091 -0.51
C -5.239 -1.757 -4.238 -0.82
S -2.466 -0.640 -1.655 2.69
O -2.807 -1.658 -0.708 -0.56
O -1.011 -0.418 -1.926 -0.61
N -2.722 0.894 -1.036 -0.40
C -3.248 1.096 0.283 0.65
C -4.522 0.906 0.769 -0.92
C -4.712 1.294 2.089 -0.25
C -3.659 1.812 2.846 -0.86
C -2.397 1.909 2.293 -0.13
N -2.230 1.546 1.020 0.22
H -5.716 -0.245 -7.214 0.39
H -6.776 -1.395 -6.389 0.39
H -5.351 -1.966 -7.249 0.31
H -3.533 0.363 -6.248 0.39
H -2.136 0.549 -4.221 0.47
H -4.712 -2.246 -2.210 0.54
H -6.103 -2.408 -4.250 0.40
H -5.306 0.495 0.150 0.53
H -5.690 1.195 2.539 0.45
H -3.816 2.131 3.866 0.44
H -1.530 2.271 2.826 0.60
C 2.157 5.120 -2.385 -1.00
Si 1.845 4.878 -0.572 -0.12
C 0.899 6.290 0.176 -0.98
C 3.405 4.511 0.366 -0.91
C 0.759 3.362 -0.422 -0.24
C 0.082 2.350 -0.365 0.40
H 2.852 5.946 -2.544 0.35
H 1.236 5.349 -2.921 0.31
H 2.595 4.226 -2.830 0.33
H 1.481 7.211 0.116 0.33
H 0.674 6.106 1.227 0.31
H -0.044 6.454 -0.347 0.32
H 3.985 5.426 0.496 0.41
H 4.028 3.792 -0.168 0.24
H 3.194 4.104 1.355 0.31
C 4.210 -1.901 -0.444 -1.61
C 3.654 -0.518 -0.142 1.94
C 4.761 0.436 0.274 -1.75
C 2.873 0.034 -1.329 -1.19
O 2.774 -0.601 0.994 0.74
Si 1.296 -1.225 1.188 -2.49
O 0.198 -0.121 0.612 0.94
O 0.997 -1.468 2.757 0.22
C 1.304 -0.686 3.926 1.86
C 1.418 0.793 3.564 -1.05
C 0.157 -0.916 4.896 -1.79
C 2.616 -1.208 4.490 -1.73
O 1.052 -2.571 0.338 0.16
C 0.642 -3.912 0.676 1.74
C 1.693 -4.524 1.592 -1.53
C 0.568 -4.654 -0.648 -1.69
C -0.725 -3.863 1.346 -1.29
H 4.939 -1.842 -1.252 0.52
H 3.415 -2.582 -0.743 0.13
H 4.706 -2.309 0.437 0.34
H 5.471 0.579 -0.541 0.44
H 5.299 0.042 1.136 0.38
H 4.341 1.404 0.544 0.22
H 3.529 0.149 -2.193 0.58
H 2.443 1.009 -1.085 -0.06
H 2.067 -0.645 -1.613 0.19
H 0.523 1.119 3.029 -0.22
H 2.283 0.976 2.929 0.15
H 1.521 1.394 4.467 0.59
H -0.781 -0.564 4.464 0.32
H 0.330 -0.387 5.833 0.43
H 0.054 -1.978 5.114 0.34
H 3.405 -1.118 3.743 0.19
H 2.517 -2.257 4.768 0.36
H 2.910 -0.643 5.375 0.47
H 2.663 -4.544 1.098 0.30
H 1.419 -5.547 1.850 0.54
H 1.779 -3.949 2.515 0.10
H 1.543 -4.667 -1.135 0.37
H -0.143 -4.164 -1.313 0.27
H 0.247 -5.683 -0.492 0.41
H -0.673 -3.336 2.296 0.12
H -1.084 -4.875 1.535 0.59
H -1.446 -3.354 0.699 0.11
```

Calculated values
* total charge: +1
* max |F|: 0.0268 Eh/bohr
* HOMO-LUMO gap (alpha / beta): 7.2 / 7.9 eV
* multiplicity: 4
* E_HOMO (alpha / beta): -12.09 / -12.10 eV



[3]
Density functional theory data (the ωB97M-V functional and the def2-TZVPD basis) for a molecular structure, C29H47N2O5P2SbSe5Tc.

Geometry as XYZ:
```
92
Properties=species:S:1:pos:R:3:mulliken_charge:R:1
Tc 0.272 -0.729 -0.838 -0.23
C 1.084 -4.567 -0.271 -1.10
C 0.883 -3.817 1.043 0.57
C 0.553 -4.807 2.160 -1.59
P -0.308 -2.378 0.923 1.86
C -1.949 -3.050 1.415 0.09
C -2.932 -1.921 1.713 -1.12
C -2.495 -3.970 0.324 -0.99
C 0.292 -1.396 2.337 -0.55
C 0.280 -1.805 3.669 -0.27
C 1.051 -1.174 4.635 0.15
C 1.026 -1.617 6.071 -1.69
C 1.883 -0.133 4.222 -1.09
C 1.869 0.327 2.919 -0.20
C 1.024 -0.263 1.981 -0.86
N 0.874 0.267 0.657 1.28
C 0.898 1.702 0.536 -1.02
C 0.502 2.555 1.563 -0.03
C 0.422 3.923 1.344 -1.29
C 0.734 4.485 0.110 0.50
C 0.638 5.967 -0.123 -1.46
C 1.115 3.622 -0.914 -0.19
C 1.187 2.251 -0.722 -0.71
P 1.481 0.981 -1.980 1.86
C 3.310 0.707 -1.963 0.61
C 3.740 -0.237 -0.837 -1.45
C 4.111 2.008 -1.852 -1.60
C 1.049 1.541 -3.677 0.84
C 1.990 2.506 -4.396 -1.65
C -0.397 2.028 -3.721 -0.90
H 1.769 -5.400 -0.101 0.56
H 0.156 -4.985 -0.661 0.16
H 1.514 -3.936 -1.037 -0.04
H 1.823 -3.313 1.296 0.49
H -0.360 -5.362 1.940 0.32
H 1.362 -5.536 2.229 0.49
H 0.453 -4.342 3.138 0.29
H -1.793 -3.632 2.327 0.79
H -3.166 -1.363 0.802 -0.01
H -3.872 -2.334 2.084 0.56
H -2.547 -1.233 2.471 0.19
H -2.616 -3.420 -0.613 -0.07
H -1.845 -4.823 0.134 0.25
H -3.475 -4.352 0.614 0.44
H -0.341 -2.642 3.965 0.41
H 0.351 -2.459 6.213 0.37
H 2.019 -1.919 6.404 0.37
H 0.696 -0.807 6.724 0.35
H 2.540 0.341 4.942 0.43
H 2.498 1.160 2.633 0.59
H 0.244 2.161 2.537 0.55
H 0.115 4.567 2.159 0.46
H 0.727 6.521 0.810 0.41
H 1.422 6.309 -0.798 0.40
H -0.320 6.232 -0.575 0.25
H 1.353 4.036 -1.887 0.36
H 3.516 0.219 -2.922 0.76
H 3.524 0.198 0.141 0.18
H 3.260 -1.213 -0.902 0.10
H 4.819 -0.392 -0.894 0.58
H 3.998 2.433 -0.853 0.30
H 5.170 1.795 -2.003 0.48
H 3.817 2.767 -2.572 0.33
H 1.085 0.584 -4.211 0.26
H 2.036 3.484 -3.916 0.23
H 3.002 2.113 -4.478 0.43
H 1.619 2.659 -5.411 0.49
H -0.512 2.985 -3.206 0.24
H -0.702 2.167 -4.759 0.61
H -1.070 1.307 -3.259 -0.48
C -3.328 2.485 1.382 -0.95
N -2.698 2.055 0.145 0.96
C -2.922 2.879 -1.033 -0.69
C -1.931 0.987 0.117 -0.74
O -1.378 0.558 -0.923 0.70
H -4.412 2.486 1.265 0.31
H -2.994 3.493 1.633 0.34
H -3.058 1.808 2.189 0.28
H -3.993 3.037 -1.163 0.41
H -2.516 2.379 -1.906 -0.04
H -2.429 3.844 -0.902 0.16
H -1.788 0.487 1.077 -0.18
O -1.052 -1.975 -2.455 -0.28
Se 0.417 -2.533 -3.354 1.34
O 0.490 -1.686 -4.700 -0.65
O 1.408 -1.925 -2.162 -0.76
O 0.335 -4.119 -3.411 -0.66
Se -5.008 -0.139 -1.581 -0.12
Sb -6.225 -2.347 -2.131 0.48
Se -3.666 -0.192 -3.511 -0.11
Se -7.062 -2.945 -0.054 -0.38
Se -2.648 -2.216 -3.356 -0.07
```

Calculated values
* total charge: +1
* max |F|: 0.0030 Eh/bohr
* HOMO-LUMO gap: 6.5 eV
* multiplicity: 1
* E_HOMO: -10.64 eV



[4]
Density functional theory data (the ωB97M-V functional and the def2-TZVPD basis) for a molecular structure, C29H48BF3N3O6PSTi.

Geometry as XYZ:
```
93
Properties=species:S:1:pos:R:3:mulliken_charge:R:1
Ti -0.364 -2.184 -0.273 -0.83
N 0.732 -4.164 -0.765 -0.26
C 1.701 -4.463 0.292 -0.78
C 2.541 -3.226 0.535 -0.61
N 1.718 -2.026 0.816 0.03
C 1.955 -1.483 2.176 -0.64
C 0.997 -2.028 3.225 -1.01
N -0.271 -1.319 3.148 -0.25
H -0.003 -4.859 -0.814 0.34
H 1.177 -4.077 -1.673 0.12
H 2.353 -5.305 0.041 0.46
H 1.135 -4.729 1.185 0.27
H 3.146 -3.017 -0.351 0.25
H 3.231 -3.414 1.360 0.49
H 2.071 -1.300 0.177 0.09
H 1.832 -0.402 2.120 0.23
H 2.992 -1.684 2.462 0.64
H 1.463 -1.951 4.214 0.43
H 0.815 -3.090 3.046 0.27
H -0.280 -0.500 3.743 0.29
H -1.066 -1.904 3.361 0.22
F -1.920 -1.567 -2.808 -0.19
C -2.105 -2.251 -1.644 0.72
F -2.287 -3.561 -2.042 -0.27
F -3.308 -1.831 -1.186 -0.17
C -1.332 6.268 2.762 -1.60
C -0.483 5.164 3.405 1.86
C 0.987 5.455 3.099 -2.00
C -0.671 5.199 4.928 -1.64
C -0.926 3.801 2.867 0.62
C -2.247 3.386 3.061 -0.43
C -2.732 2.166 2.597 -2.58
C -1.844 1.355 1.926 0.98
O -2.047 0.122 1.367 0.11
B -0.791 -0.274 0.876 0.62
O 0.132 0.782 1.021 -0.16
C -0.534 1.750 1.726 -0.20
C -0.048 2.958 2.180 0.00
H -1.019 7.248 3.130 0.45
H -2.391 6.146 2.991 0.32
H -1.221 6.257 1.676 0.35
H 1.254 6.434 3.502 0.43
H 1.179 5.475 2.025 0.36
H 1.649 4.716 3.555 0.34
H -0.361 6.169 5.324 0.46
H -0.070 4.425 5.409 0.36
H -1.712 5.039 5.208 0.32
H -2.932 4.037 3.590 0.40
H -3.761 1.870 2.752 0.52
H 0.983 3.224 1.993 0.60
S -1.482 -3.624 1.291 -0.55
C -3.235 -3.812 1.066 0.49
C -4.102 -2.810 1.492 -0.30
C -5.470 -2.985 1.376 -0.60
C -5.984 -4.157 0.839 -0.49
C -5.120 -5.158 0.420 -0.63
C -3.748 -4.989 0.536 -0.37
H -3.691 -1.887 1.883 0.34
H -6.140 -2.197 1.698 0.40
H -7.054 -4.290 0.746 0.38
H -5.513 -6.075 -0.002 0.37
H -3.071 -5.769 0.212 0.37
C 0.133 2.239 -4.009 -1.62
C 0.555 2.198 -2.547 1.54
C 1.975 2.708 -2.348 -1.42
C -0.422 2.975 -1.680 -1.45
O 0.427 0.817 -2.077 0.22
P 1.481 -0.343 -2.144 1.21
O 2.675 -0.219 -1.272 -1.21
O 0.650 -1.604 -1.780 0.03
O 1.818 -0.418 -3.692 0.16
C 2.929 -1.153 -4.288 1.60
C 4.211 -0.360 -4.077 -1.58
C 3.030 -2.547 -3.683 -1.33
C 2.568 -1.236 -5.762 -1.81
H 0.057 3.276 -4.338 0.46
H -0.841 1.762 -4.127 0.32
H 0.852 1.720 -4.639 0.16
H 2.028 3.749 -2.671 0.47
H 2.691 2.134 -2.934 0.14
H 2.263 2.646 -1.298 0.27
H -0.426 4.025 -1.975 0.55
H -0.135 2.905 -0.631 0.02
H -1.430 2.574 -1.794 0.35
H 4.405 -0.227 -3.014 0.25
H 4.127 0.620 -4.549 0.34
H 5.051 -0.888 -4.532 0.47
H 3.322 -2.490 -2.634 0.15
H 3.786 -3.122 -4.220 0.59
H 2.073 -3.063 -3.770 0.21
H 2.438 -0.234 -6.173 0.36
H 1.638 -1.789 -5.896 0.40
H 3.362 -1.739 -6.316 0.42
```

Calculated values
* max |F|: 0.0115 Eh/bohr
* HOMO-LUMO gap: 7.9 eV
* multiplicity: 1
* E_HOMO: -8.11 eV



[5]
Density functional theory data (the ωB97M-V functional and the def2-TZVPD basis) for a molecular structure, C29H48BN3OP2SZn in a non-equilibrium geometry.

Geometry as XYZ:
```
86
Properties=species:S:1:pos:R:3:mulliken_charge:R:1
Zn 0.189 0.041 0.359 0.87
C -0.367 4.093 1.323 -1.64
C -0.332 3.953 -0.205 2.11
C -0.178 5.326 -0.853 -1.91
C -1.660 3.327 -0.654 -1.82
P 1.033 2.696 -0.576 0.71
C 0.680 2.269 -2.363 -1.81
N -0.159 1.094 -2.487 0.06
B -0.455 0.089 -1.506 0.59
N -1.320 -0.843 -2.167 0.33
C -1.992 -2.019 -1.646 -1.92
P -1.324 -2.545 0.022 0.71
C -0.342 -4.088 -0.459 1.80
C 0.446 -4.512 0.787 -1.60
C -1.143 -5.265 -1.007 -1.77
C 0.671 -3.603 -1.506 -1.72
C -2.938 -2.967 0.908 1.69
C -2.558 -3.617 2.243 -1.92
C -3.561 -1.592 1.207 -1.67
C -3.954 -3.836 0.169 -1.73
C -1.551 -0.404 -3.465 0.54
C -2.320 -0.947 -4.481 -0.43
C -2.346 -0.293 -5.709 -0.85
C -1.619 0.874 -5.913 -0.82
C -0.846 1.426 -4.896 -0.64
C -0.820 0.785 -3.668 0.09
C 2.714 3.533 -0.771 1.70
C 2.861 4.572 -1.880 -1.68
C 3.050 4.144 0.594 -1.89
C 3.689 2.371 -1.025 -1.75
H -1.207 4.730 1.618 0.49
H 0.550 4.542 1.710 0.28
H -0.496 3.115 1.793 0.20
H -1.088 5.909 -0.682 0.51
H -0.031 5.251 -1.932 0.32
H 0.656 5.881 -0.420 0.30
H -2.484 3.904 -0.226 0.63
H -1.753 2.296 -0.306 0.10
H -1.776 3.338 -1.739 0.25
H 1.637 2.104 -2.864 0.65
H 0.203 3.124 -2.854 0.47
H -1.890 -2.849 -2.352 0.60
H -3.061 -1.815 -1.549 0.71
H -0.207 -4.887 1.576 0.31
H 1.013 -3.666 1.184 0.25
H 1.157 -5.303 0.531 0.50
H -1.699 -5.763 -0.213 0.29
H -0.464 -6.003 -1.444 0.48
H -1.846 -4.958 -1.784 0.29
H 1.190 -2.707 -1.155 0.18
H 0.202 -3.375 -2.465 0.29
H 1.421 -4.379 -1.674 0.61
H -1.755 -3.057 2.730 0.34
H -2.228 -4.649 2.105 0.34
H -3.419 -3.629 2.916 0.50
H -2.813 -0.904 1.610 0.17
H -4.357 -1.706 1.948 0.56
H -4.003 -1.138 0.319 0.31
H -3.618 -4.867 0.084 0.30
H -4.166 -3.459 -0.833 0.23
H -4.895 -3.839 0.729 0.54
H -2.885 -1.859 -4.329 0.45
H -2.943 -0.699 -6.515 0.39
H -1.651 1.358 -6.880 0.39
H -0.281 2.334 -5.069 0.46
H 2.290 5.475 -1.672 0.28
H 2.540 4.176 -2.846 0.24
H 3.914 4.857 -1.968 0.52
H 2.444 5.028 0.803 0.28
H 4.102 4.439 0.630 0.53
H 2.882 3.410 1.387 0.36
H 3.635 2.005 -2.051 0.36
H 3.492 1.536 -0.347 0.28
H 4.713 2.708 -0.848 0.54
O -0.541 0.583 2.176 -0.75
N 0.178 0.397 3.267 0.41
C -0.373 0.779 4.438 -0.27
C 0.275 0.629 5.632 -0.75
C 1.552 0.064 5.630 -0.19
C 2.106 -0.319 4.436 -0.88
C 1.423 -0.163 3.215 0.52
S 2.121 -0.655 1.740 -0.49
H -1.359 1.208 4.342 0.46
H -0.211 0.938 6.545 0.41
H 2.099 -0.068 6.555 0.39
H 3.090 -0.761 4.385 0.40
```

Calculated values
* max |F|: 0.0322 Eh/bohr
* HOMO-LUMO gap: 7.9 eV
* multiplicity: 1
* E_HOMO: -7.30 eV



Q: What is the max |F| in the second record?
A: 0.0268 Eh/bohr



Q: Which value of max |F| does entry 5 give?
A: 0.0322 Eh/bohr